# 1
{"formula": "C36H80N8O18S2", "method": "wB97M-V/def2-TZVPD", "relative_energy_ev": 5.138, "total_energy_ev": -109072.35458, "orbital_gap_ha": 0.295, "smiles": "O=S1(=O)OCCO1.O=S1(=O)OCCO1.CNC(C)=O.CNC(C)=O.CNC(C)=O.CNC(C)=O.CNC(C)=O.CNC(C)=O.CNC(C)=O.CNC(C)=O.C1CCOC1.C1CCOC1", "mol_weight_g_mol": 977.2, "homo_energy_ha": -0.300, "symbols": ["O", "C", "H", "H", "H", "H", "H", "H", "C", "H", "H", "C", "H", "C", "C", "O", "C", "H", "H", "C", "H", "H", "S", "C", "H", "H", "C", "C", "O", "C", "H", "H", "N", "O", "H", "H", "H", "C", "H", "H", "O", "O", "H", "C", "H", "C", "H", "H", "C", "N", "O", "O", "C", "O", "H", "H", "H", "H", "H", "C", "H", "H", "C", "H", "H", "H", "H", "C", "H", "C", "H", "H", "N", "H", "C", "O", "H", "H", "H", "N", "C", "H", "O", "H", "H", "O", "H", "H", "C", "H", "H", "H", "H", "H", "O", "H", "H", "H", "C", "O", "H", "H", "N", "H", "H", "C", "H", "C", "H", "C", "H", "C", "O", "O", "H", "H", "H", "H", "O", "C", "C", "O", "C", "N", "C", "H", "H", "C", "H", "H", "H", "N", "H", "H", "C", "N", "H", "H", "C", "H", "C", "H", "S", "H"], "positions_angstrom": [[3.004, 3.224, -2.820], [-2.991, 3.150, 1.872], [0.506, 3.900, -3.031], [3.973, -1.335, 1.298], [3.957, 4.116, 1.825], [0.642, 5.396, -4.030], [-3.929, 2.317, 4.878], [-4.626, -0.944, 2.077], [0.939, -3.662, -3.772], [-1.209, -1.525, 5.380], [-5.126, 3.299, 2.480], [-2.911, -1.502, -5.034], [-4.531, -2.999, -3.127], [4.842, -2.002, -5.748], [0.531, 4.312, -4.040], [-1.763, 0.112, -6.259], [2.408, 1.938, 6.190], [0.369, 0.397, -2.062], [-5.283, 1.344, -2.347], [-2.241, -1.211, -6.454], [-1.435, -1.867, -6.782], [-3.833, -0.923, -5.076], [1.329, 5.447, 0.442], [2.449, 1.268, 7.517], [4.644, -1.410, -6.641], [2.776, 0.369, -2.668], [0.923, -3.515, -2.289], [3.866, 2.736, -5.077], [7.361, 1.023, -0.150], [0.519, 0.339, 0.107], [-4.091, 4.172, 3.509], [-6.219, -1.097, 1.229], [-3.247, -3.175, 4.921], [-2.420, 1.843, 2.036], [-0.436, 1.717, 1.342], [1.549, 3.561, -5.651], [-5.468, -3.379, -1.770], [-1.965, -2.614, 0.136], [3.075, 1.413, 10.524], [-5.999, 0.059, 2.511], [-1.693, -3.868, 3.432], [5.490, 0.053, 1.224], [1.439, 2.024, 10.334], [2.886, 3.938, 1.924], [-4.765, -3.756, 3.434], [-0.343, -4.543, -5.800], [-3.414, 3.241, 0.872], [1.434, 4.856, 3.256], [0.711, 0.497, 2.609], [0.152, 0.896, 1.312], [7.956, -0.124, 1.997], [2.378, 4.148, 0.623], [-3.247, -3.541, -1.709], [1.823, -3.124, -4.429], [3.206, 2.681, 6.219], [1.872, 0.361, 9.867], [-5.263, -4.016, 5.058], [4.852, 3.189, -4.968], [2.495, 3.059, 8.598], [5.947, -2.187, 0.935], [-0.490, 0.632, -4.781], [-1.787, 1.880, 3.993], [2.365, 5.102, 2.746], [2.671, 2.918, 2.243], [-0.333, 3.951, -4.598], [-1.059, 0.719, -1.376], [0.204, -3.766, -6.335], [5.016, -1.271, 1.609], [-0.690, -4.674, -3.651], [-4.817, 1.595, -1.395], [-3.779, 1.846, -1.611], [-4.761, 1.384, 3.576], [-4.988, 0.658, 0.751], [-0.147, 0.122, 3.167], [-4.938, 0.392, -0.555], [2.327, 0.095, 7.521], [-3.377, -2.715, 5.810], [4.349, -0.046, -1.993], [5.849, -2.415, -5.805], [-3.133, -2.571, -0.745], [-4.132, 3.253, 2.925], [-1.767, -3.671, 0.313], [1.504, 6.285, -0.782], [-0.951, -1.411, -3.943], [1.422, -0.310, 2.432], [-2.409, -4.338, -2.104], [4.978, -1.466, 2.681], [4.024, 1.677, -4.873], [-0.004, 0.888, -1.163], [0.072, -5.438, -6.262], [0.128, -4.053, -1.771], [-1.165, -2.099, -0.395], [0.865, -2.481, -1.948], [3.157, 5.578, 3.324], [1.295, -0.560, 0.049], [-4.137, -5.088, 4.401], [0.192, 1.959, -1.213], [-3.922, -1.950, -0.635], [2.203, 1.399, 9.871], [6.828, -1.431, 0.133], [2.922, -1.596, -4.197], [-2.123, 1.381, -4.809], [-0.079, -4.262, -4.342], [-0.810, -3.016, 6.227], [-1.412, -4.568, -6.013], [-4.580, -3.714, -2.306], [-3.011, -1.257, -7.225], [4.894, -1.321, -4.433], [-2.290, -0.714, -3.177], [-4.380, -4.026, 4.417], [3.562, 2.966, -6.098], [-5.491, -0.418, 1.672], [-5.118, -0.738, -1.018], [5.969, -1.003, -3.961], [1.353, 2.183, 6.069], [1.093, 1.369, 3.139], [6.348, -2.955, 1.596], [-2.993, -2.550, -4.746], [-0.049, 4.974, 0.774], [2.834, 3.322, -4.100], [-1.852, -0.839, -4.168], [1.935, 6.031, 1.767], [3.489, -0.445, -2.532], [1.765, 3.837, -4.704], [-2.001, -3.277, 4.446], [-5.128, 2.560, -0.994], [-2.152, -2.046, 1.047], [-1.558, 0.454, -4.906], [3.137, -1.221, -1.851], [-0.041, -2.576, 4.609], [4.101, -2.799, -5.813], [2.541, 2.051, 8.642], [1.878, -3.868, -1.900], [-2.609, 0.393, 3.586], [-3.980, 2.108, 3.809], [3.733, -1.157, -3.787], [2.515, 1.225, 5.373], [-2.099, 3.770, 1.965], [-2.609, 1.468, 3.407], [5.391, -2.709, 0.157], [-0.930, -2.569, 5.240], [-4.756, -4.743, -2.619], [7.052, 0.042, 0.814], [-4.982, 1.605, 1.104]], "atomic_forces_ev_per_a": [[-1.0, 0.8, -4.4], [0.1, -0.6, 0.3], [0.0, 0.2, 0.0], [0.2, 0.1, -0.5], [0.2, -0.6, 0.0], [-0.7, 0.0, 0.3], [-0.4, 0.1, -0.1], [-0.2, -0.4, -0.1], [1.0, 1.7, -0.5], [0.0, 0.1, 0.2], [0.0, -0.1, -0.3], [2.2, -0.3, -1.7], [-0.4, -0.4, -0.7], [0.2, -1.1, -0.9], [1.4, -0.2, 0.2], [-0.1, 0.0, -1.9], [0.0, 0.1, -0.1], [1.0, 0.0, 0.4], [-0.1, 0.4, 0.0], [-1.0, -0.2, 1.4], [0.1, -0.2, 0.4], [-0.1, -0.3, 0.5], [-1.4, -1.7, -0.3], [0.1, 2.3, -0.9], [0.2, 0.6, 0.3], [-0.1, -0.1, 0.1], [0.1, -0.4, 1.1], [-0.1, 0.6, 0.3], [-0.5, 0.0, -0.1], [-0.8, 1.2, 0.9], [0.3, 0.2, -0.2], [0.4, 0.1, -0.4], [-2.6, -0.8, 0.2], [-0.8, -0.9, 0.3], [-0.1, -0.3, -0.3], [0.8, 0.0, 0.0], [0.3, 0.1, 0.5], [-0.5, 0.7, -0.9], [0.0, 0.0, 0.3], [0.1, 0.1, 0.0], [-0.5, -0.4, -0.4], [0.1, 1.0, 1.0], [-0.1, -0.3, 0.4], [1.0, 0.7, -0.5], [0.5, 0.2, -0.1], [1.1, 0.9, 0.8], [0.4, -0.1, -0.2], [0.4, -0.1, 0.8], [-1.1, -0.2, -1.1], [0.4, 0.5, -0.5], [-2.8, 0.5, -2.9], [-1.6, 0.4, -2.7], [-0.9, -0.1, 1.4], [0.6, 0.1, -0.6], [-0.6, 0.7, -0.7], [0.0, 0.3, -0.9], [0.3, 0.7, 0.5], [-0.1, 0.2, 0.4], [0.0, -0.3, -0.2], [-0.7, -2.2, -2.1], [0.1, 0.6, 0.1], [0.1, 0.2, 0.3], [-1.2, -0.5, -0.2], [-0.1, 0.3, 0.2], [0.1, 0.3, 0.0], [-0.5, 0.2, 0.9], [-0.5, 0.3, -0.1], [-0.8, 1.5, 0.8], [-0.5, -0.1, -0.3], [1.0, 0.8, -1.5], [0.4, -0.5, -0.2], [0.1, -0.1, 0.5], [-1.2, -1.8, 1.6], [0.3, -0.3, 0.5], [-0.9, 0.1, 0.2], [-0.3, -3.6, 1.1], [0.0, -0.2, -0.2], [0.4, 0.0, -0.8], [-0.1, -0.2, -0.5], [0.7, -1.7, -0.8], [0.2, 2.6, -0.7], [0.4, 0.3, 0.3], [0.1, -2.7, 4.1], [0.0, -0.3, -0.7], [0.1, 0.3, 0.2], [1.5, 0.3, 0.5], [0.5, 0.7, 0.2], [-0.3, 0.0, -0.2], [-1.2, 0.9, -1.2], [0.2, -0.5, 0.9], [-0.1, -0.1, -0.2], [0.5, -0.4, 0.3], [0.0, 0.2, -0.4], [-0.5, 0.0, 0.2], [2.0, -2.5, 0.4], [0.6, 0.1, -0.2], [0.0, 0.1, -0.2], [0.0, 0.0, 0.2], [0.3, 0.9, 1.9], [1.8, 1.2, 0.4], [0.0, -0.1, 0.1], [-0.2, -0.2, 1.0], [-2.3, -2.4, -1.0], [0.3, 0.0, -0.1], [0.1, 0.4, 0.3], [-1.6, 0.9, -0.7], [0.1, 0.4, -0.2], [-0.2, 0.4, 0.7], [0.0, 0.5, 0.3], [0.3, 0.0, 0.3], [0.0, -0.5, -0.1], [0.7, 1.2, 0.2], [0.2, 0.7, 0.1], [0.7, 0.5, 0.3], [0.1, 1.3, 0.0], [0.4, -0.1, 0.0], [0.8, 0.5, 0.0], [-0.5, 0.0, -0.3], [3.1, 1.0, -1.1], [2.0, -1.7, 3.9], [-1.6, 0.7, 1.7], [0.1, 3.2, -0.5], [0.2, -1.0, 0.3], [-2.0, 0.0, -0.4], [1.3, 0.1, -0.3], [-0.8, -0.4, 0.3], [-0.1, -0.3, 0.1], [1.1, -0.7, -0.5], [-0.7, 0.3, 0.3], [0.1, -0.2, 0.5], [0.0, -0.1, 0.4], [-0.2, -1.2, -1.2], [0.1, -0.1, -0.1], [0.1, -0.1, -0.6], [1.2, -2.6, 0.8], [-0.4, 1.0, -0.1], [0.7, -0.2, 0.3], [-0.6, 1.0, 0.2], [-0.7, 0.8, -0.1], [-0.1, -0.4, 0.2], [-0.3, 0.5, -0.2], [0.4, 0.3, -0.2], [1.3, -2.9, 2.9], [0.1, -0.3, -0.3]]}

# 2
{"formula": "C9H18InO9", "method": "wB97M-V/def2-TZVPD", "relative_energy_ev": 0.000, "charge": 3, "total_energy_ev": -33192.35180, "orbital_gap_ha": 0.300, "mol_weight_g_mol": 385.1, "homo_energy_ha": -0.784, "symbols": ["H", "H", "H", "O", "H", "H", "O", "H", "C", "O", "H", "In", "O", "C", "H", "H", "C", "O", "O", "C", "H", "H", "H", "C", "H", "C", "O", "H", "H", "O", "H", "C", "H", "C", "H", "O", "C"], "positions_angstrom": [[0.651, 1.210, 3.661], [-0.631, -4.084, -1.043], [3.678, 1.529, -3.464], [-3.467, -1.944, 0.991], [-2.765, -0.235, 1.963], [1.848, 2.392, 4.227], [2.535, -2.075, -1.635], [2.247, 1.769, -2.575], [1.832, -2.917, -0.810], [-0.443, 3.826, 0.986], [-2.070, 4.246, -0.161], [-0.047, -0.051, 0.180], [1.629, -0.150, -0.760], [-3.721, -0.673, 1.677], [1.637, -3.836, -1.363], [-1.300, 3.001, -0.780], [0.021, 2.703, 1.545], [3.206, -0.160, -2.412], [-2.514, -3.239, -0.455], [1.281, 2.047, 3.362], [-0.592, 4.700, -0.999], [-4.164, -0.124, 0.845], [-1.294, -2.726, -1.983], [-1.539, -3.653, -1.465], [-4.311, -0.949, 2.551], [-1.033, 3.959, -0.333], [-1.543, -1.176, 0.039], [0.886, -2.414, -0.609], [-1.881, -4.386, -2.195], [0.116, 1.675, 0.929], [2.394, -3.032, 0.116], [-2.456, -2.027, 0.190], [2.077, 1.740, 2.683], [3.203, 1.249, -2.524], [3.741, 1.572, -1.632], [0.424, 2.994, 2.771], [2.365, -0.762, -1.515]], "atomic_forces_ev_per_a": [[0.3, -0.2, 0.2], [-0.3, 0.1, 0.6], [0.5, -0.4, 0.3], [1.9, 0.1, -0.8], [-0.1, 0.0, 0.3], [-0.7, 0.7, 0.0], [0.6, 3.5, -0.9], [-0.5, -0.7, 0.2], [-0.9, -0.6, 1.2], [0.9, -1.6, 0.8], [0.1, 0.8, 0.4], [0.2, -0.6, 0.1], [-0.7, 1.4, 1.2], [0.3, -0.3, -0.8], [0.2, 0.0, 0.3], [1.1, -0.4, -0.4], [-0.8, 8.8, 2.3], [-3.2, -2.6, 2.2], [0.4, 2.5, 1.3], [1.0, -1.9, 0.8], [0.7, -0.3, 0.5], [-0.6, 0.6, 0.9], [0.2, -0.2, -0.4], [0.9, 1.2, -0.3], [-0.2, 0.4, -0.4], [-2.2, -0.8, 0.1], [-0.6, -0.2, -0.5], [-0.6, -0.5, 0.3], [-1.0, 0.2, 0.5], [0.5, -3.0, -1.1], [-0.1, -0.5, 0.0], [-2.8, -5.6, -0.6], [-0.2, -0.1, -0.3], [0.5, 1.8, 0.4], [0.2, 0.6, -0.4], [-0.7, -0.2, -2.4], [5.7, -2.1, -5.8]]}

# 3
{"formula": "C2H7IN6P", "method": "wB97M-V/def2-TZVPD", "charge": 1, "total_energy_ev": -28508.23046, "orbital_gap_ha": 0.308, "smiles": "N=[PH2]n1cnc(NN)[n+]1I", "mol_weight_g_mol": 273.0, "homo_energy_ha": -0.493, "symbols": ["H", "C", "N", "P", "H", "N", "H", "N", "N", "N", "H", "H", "C", "H", "H", "N", "I"], "positions_angstrom": [[4.174, -1.404, 0.082], [0.859, 0.286, 1.093], [-0.294, -0.094, -0.685], [2.567, -0.395, -0.966], [-2.882, 0.070, -0.636], [-0.378, 0.474, 1.459], [3.181, 0.860, -0.933], [1.010, -0.049, -0.195], [3.261, -1.593, -0.316], [-3.179, 0.585, 1.377], [1.706, 0.382, 1.760], [-3.748, -0.205, 1.656], [-1.101, 0.224, 0.345], [-3.757, 1.394, 1.190], [2.047, -0.527, -2.249], [-2.427, 0.265, 0.244], [-0.823, -0.584, -2.571]], "atomic_forces_ev_per_a": [[0.0, -0.2, 0.1], [0.3, 0.0, 0.2], [0.3, 0.0, -0.3], [0.2, -0.4, 0.1], [0.1, 0.0, 0.0], [-0.5, -0.1, 0.0], [-0.1, 0.2, -0.1], [-0.2, 0.1, 0.1], [0.1, 0.3, -0.1], [0.0, 0.0, 0.0], [0.0, 0.0, -0.1], [0.0, 0.0, 0.0], [0.1, 0.1, 0.2], [0.0, 0.0, 0.0], [-0.1, 0.0, -0.1], [-0.1, 0.1, 0.2], [0.0, 0.0, -0.1]]}

# 4
{"formula": "C13H17F6NO2PdSSe2", "method": "wB97M-V/def2-TZVPD", "s2": 0.765, "relative_energy_ev": 0.728, "charge": 1, "total_energy_ev": -180647.17155, "orbital_gap_ha": [0.255, 0.229], "mol_weight_g_mol": 629.7, "spin_multiplicity": 2, "homo_energy_ha": [-0.433, -0.431], "symbols": ["H", "F", "C", "H", "F", "F", "C", "H", "C", "H", "H", "H", "H", "H", "H", "H", "Pd", "H", "Se", "H", "F", "N", "C", "C", "C", "F", "O", "S", "H", "C", "F", "H", "H", "H", "C", "C", "Se", "C", "C", "H", "O", "C", "C"], "positions_angstrom": [[2.739, -3.319, 0.498], [0.663, 3.066, -2.548], [1.271, 1.362, 2.444], [-0.498, -2.506, -2.131], [-2.712, 0.645, -2.952], [-1.540, 2.226, -3.854], [0.712, 1.802, -2.133], [0.843, -3.422, -2.923], [0.670, -3.990, 0.380], [-2.055, -2.559, 0.376], [-2.305, -2.059, 2.070], [1.621, 4.412, 3.855], [-0.127, -4.097, -0.355], [-1.781, 2.998, -1.416], [0.493, -1.720, -3.365], [-0.855, 4.425, 3.433], [0.407, -0.601, 0.330], [0.820, -4.953, 0.867], [0.057, -2.725, 1.748], [2.360, -4.251, -0.947], [1.438, 1.096, -3.010], [-0.070, 1.417, 2.249], [1.136, 3.558, 3.403], [0.495, -2.454, -2.565], [1.967, -3.510, -0.249], [1.414, 1.797, -0.967], [-0.705, 0.316, 1.809], [2.129, -0.054, 1.915], [-1.880, 2.374, 2.377], [-0.828, 2.480, 2.592], [-0.908, 0.163, -4.039], [-2.217, -3.797, 1.668], [-0.838, 2.341, -0.079], [2.956, 2.427, 3.193], [-0.677, 1.174, -1.880], [-1.463, 2.077, -0.929], [1.786, -1.841, -1.260], [-1.855, -2.803, 1.417], [-1.463, 1.057, -3.207], [-2.338, 1.531, -0.582], [-0.505, -0.121, -1.444], [1.888, 2.459, 3.039], [-0.244, 3.576, 3.170]], "atomic_forces_ev_per_a": [[0.0, 0.0, 0.0], [0.0, 0.0, 0.0], [-0.3, 0.0, -0.2], [0.0, 0.0, 0.0], [0.0, 0.0, 0.0], [0.0, -0.1, 0.0], [0.1, 0.0, 0.0], [0.0, 0.0, 0.0], [0.1, 0.1, -0.1], [0.0, 0.0, 0.0], [0.0, 0.0, 0.0], [0.0, 0.0, 0.0], [0.0, 0.0, 0.0], [0.0, 0.0, 0.0], [0.0, 0.0, 0.0], [0.0, 0.0, 0.0], [0.7, -0.2, 0.1], [0.0, 0.0, 0.0], [-0.1, 0.1, -0.2], [0.0, 0.0, 0.0], [0.0, 0.0, 0.0], [0.3, -0.1, 0.5], [-0.2, -0.1, -0.1], [0.0, 0.0, -0.1], [0.0, 0.0, 0.0], [0.0, 0.0, 0.0], [-0.2, 0.2, -0.8], [-0.2, 0.0, -0.2], [0.0, 0.0, 0.0], [0.2, 0.0, 0.0], [0.0, 0.1, 0.0], [0.0, 0.0, 0.0], [0.0, 0.0, 0.0], [0.0, 0.0, 0.0], [-0.1, 0.1, 0.1], [0.0, 0.0, 0.0], [-0.2, 0.2, 0.4], [0.0, -0.1, 0.0], [0.0, 0.0, 0.0], [0.0, 0.0, 0.0], [-0.2, -0.1, 0.3], [-0.1, 0.1, 0.1], [0.2, -0.1, 0.0]]}